The following is a DFT calculation (ωB97M-V/def2-TZVPD) of C19H19ClN6O8RuS3 as an isolated structure at a distorted geometry.

The LUMO energy (spin up / spin down) is 2.13 / 2.10 eV. As for the frontier orbital gap (spin up / spin down): 6.4 / 6.4 eV. As for the expectation value of S²: 0.763. For the relative energy (zero: lowest compared OMol25 entry of this formula, charge and spin), the calculation gives 302.3 kJ/mol. Its highest occupied orbital energy (spin up / spin down) is -4.26 / -4.28 eV.

Structure (ORCA input):
```
! RIJCOSX wB97M-V def2-TZVPD def2/J DEFGRID3
* xyz -1 2
Ru 1.045 0.998 -0.328
N 4.710 1.586 1.796
C 3.683 1.543 0.924
S 2.041 1.570 1.684
N 3.937 1.444 -0.341
N 2.790 1.205 -1.058
C 2.964 0.944 -2.323
C 1.781 0.650 -3.084
C 1.781 0.371 -4.454
C 0.578 0.141 -5.088
C -0.606 0.210 -4.359
C -0.539 0.486 -3.007
N 0.625 0.670 -2.379
H 4.491 1.812 2.752
H 5.622 1.813 1.439
H 3.955 0.962 -2.753
H 2.716 0.349 -4.997
H 0.556 -0.077 -6.148
H -1.568 0.058 -4.827
H -1.418 0.556 -2.377
O -1.121 -0.219 0.008
S -1.990 0.693 0.799
O -1.214 1.452 1.739
O -2.927 1.422 -0.025
C -2.947 -0.473 1.754
C -4.325 -0.531 1.593
C -5.061 -1.489 2.272
C -4.423 -2.396 3.114
C -3.050 -2.330 3.285
C -2.314 -1.375 2.599
S -0.533 -1.273 2.946
O -0.173 -2.797 2.342
O -0.468 -1.470 4.393
O 2.202 0.581 2.835
H -4.795 0.182 0.929
H -6.136 -1.528 2.148
H -4.997 -3.144 3.646
H -2.538 -3.002 3.963
Cl 0.865 6.775 -0.595
C 0.081 5.175 -0.490
C 1.061 4.005 -0.446
O 2.263 4.128 -0.291
O 0.398 2.913 -0.589
H -0.583 5.071 -1.342
H -0.515 5.154 0.419
C -0.950 -3.726 -0.305
N 0.233 -2.955 -0.013
C 0.824 -2.887 1.300
C 1.718 -1.710 1.132
N 1.518 -1.119 -0.088
C 0.629 -1.881 -0.709
H -0.793 -4.772 -0.038
H -1.156 -3.662 -1.372
H -1.810 -3.340 0.247
H 1.324 -3.829 1.558
H 2.325 -1.252 1.898
H 0.233 -1.680 -1.688
*
```

Mulliken population analysis, charges in e, atoms 1 to 8:
1. Ru 0.891
2. N -0.381
3. C 0.562
4. S 0.138
5. N -1.705
6. N 1.446
7. C -0.834
8. C 0.931